No. 1
Below is C7H7NO7P2PdS4Sb as an isolated structure, with properties calculated with ωB97M-V with the def2-TZVPD basis set.

Properties
* Kohn-Sham gap (spin up / spin down): 8.85 / 5.96 eV
* expectation value of S²: 8.777
* largest force on an atom: 1.0 eV/Å

ORCA input file:
```
! wB97M-V def2-TZVPD RIJCOSX def2/J DEFGRID3
* xyz 0 6
Pd -0.690 -0.503 0.747
S 1.687 -2.843 4.074
Sb -0.432 -1.834 3.594
S 0.718 0.103 2.655
S -0.518 -2.898 1.407
O -4.693 -1.011 2.523
P -3.380 -1.073 1.631
O -3.022 -2.510 1.342
O -2.299 -0.279 2.364
O -3.798 -0.310 0.288
P -2.838 0.229 -0.947
O -2.000 -1.139 -1.277
O -3.688 0.649 -2.057
O -1.755 1.091 -0.319
H -5.380 -1.616 2.220
H -2.489 -1.701 -1.891
S 3.314 -1.241 -1.692
C 1.789 -1.552 -0.970
N 1.126 -0.521 -0.575
C 1.821 0.662 -0.855
C 1.366 1.957 -0.607
C 2.189 3.008 -0.948
C 3.445 2.793 -1.536
C 3.893 1.519 -1.809
C 3.059 0.455 -1.464
H 1.422 -2.565 -0.853
H 0.379 2.118 -0.203
H 1.852 4.022 -0.771
H 4.068 3.641 -1.793
H 4.855 1.350 -2.279
*
```

natural (NBO) atomic charge list, values in e, 2 entries: 1.00, -0.31



No. 2
Below is an isolated ion of composition C7H7O2 and charge +1 in a non-equilibrium geometry, with properties calculated with ωB97M-V with the def2-TZVPD basis set.

Properties
* Kohn-Sham gap (spin up / spin down): 7.41 / 7.41 eV
* energy above the lowest of the compared OMol25 structures with the same formula, charge and spin: 47.0 kJ/mol
* largest force on an atom: 3.7 eV/Å

ORCA input file:
```
! wB97M-V def2-TZVPD RIJCOSX def2/J DEFGRID3
* xyz 1 1
C 2.422 -0.322 -0.090
C 1.985 1.040 -0.166
C 1.484 -1.281 0.089
C 0.648 1.417 -0.070
C 0.058 -1.040 -0.061
C -0.418 0.509 0.064
C -2.842 -0.005 0.096
O -0.757 -1.800 -0.472
O -1.655 0.860 0.092
H 3.425 -0.683 -0.045
H 2.656 1.877 -0.061
H 1.856 -2.419 0.179
H 0.240 2.499 -0.034
H -2.550 -0.915 -0.370
H -2.986 -0.379 1.097
H -3.565 0.640 -0.248
*
```

natural (NBO) atomic charge list, values in e, 2 entries: -0.21, 0.02



No. 3
Below is an isolated ion of composition C7H7O4 and charge -1 in a non-equilibrium geometry, with properties calculated with ωB97M-V with the def2-TZVPD basis set.

Properties
* Kohn-Sham gap: 7.89 eV
* structure (SMILES): O=C([O-])C1=C[C@@]2(O)O[C@H]2CC1
* energy above the lowest of the compared OMol25 structures with the same formula, charge and spin: 4.0 kJ/mol
* largest force on an atom: 4.1 eV/Å

ORCA input file:
```
! wB97M-V def2-TZVPD RIJCOSX def2/J DEFGRID3
* xyz -1 1
O 3.255 -1.012 0.004
C 2.685 0.045 0.018
O 3.085 1.179 0.409
C 1.056 -0.073 -0.301
C 0.438 -1.174 0.071
C -1.104 -1.101 0.039
O -1.690 -2.139 -0.724
O -1.816 -0.729 1.175
C -1.736 0.184 0.092
C -0.818 1.315 0.322
C 0.434 1.196 -0.555
H 0.881 -2.111 0.553
H -1.064 -2.853 -0.622
H -2.695 0.242 -0.440
H -0.548 1.309 1.420
H -1.290 2.298 0.216
H 1.039 1.985 -0.209
H -0.113 1.438 -1.467
*
```

natural (NBO) atomic charge list, values in e, 2 entries: -0.74, 0.77



No. 4
Below is C7H7O6RuS as an isolated structure in a non-equilibrium geometry, with properties calculated with ωB97M-V with the def2-TZVPD basis set.

Properties
* Kohn-Sham gap (spin up / spin down): 4.43 / 6.72 eV
* expectation value of S²: 6.021
* energy above the lowest of the compared OMol25 structures with the same formula, charge and spin: 0.0 kJ/mol
* largest force on an atom: 8.6 eV/Å

ORCA input file:
```
! wB97M-V def2-TZVPD RIJCOSX def2/J DEFGRID3
* xyz 3 5
O 0.478 4.546 1.025
C 0.198 3.494 0.661
Ru -0.751 -0.764 -0.505
O 1.087 0.131 1.875
C 0.460 -0.201 0.965
C -0.127 -2.499 -0.202
O 0.261 -3.574 -0.098
C -1.857 -1.356 -2.043
O -2.415 -1.779 -2.983
C -2.199 -0.322 0.596
O -3.060 -0.036 1.327
H -0.148 2.418 0.771
C 3.670 1.411 -0.374
S 2.642 1.102 -1.832
C 3.972 0.297 -2.754
O 1.652 -0.024 -1.548
H 4.509 2.002 -0.738
H 3.977 0.440 0.015
H 3.028 1.965 0.323
H 4.450 -0.525 -2.200
H 3.596 -0.046 -3.726
H 4.707 1.090 -2.916
*
```

natural (NBO) atomic charge list, values in e, 2 entries: -0.09, 0.75